Entry 1:
# C5H8O

C5H8O in the gas phase (ωB97M-V/def2-TZVPD, OMol25).

- HOMO energy: -9.99 eV
- Relative energy (zero: lowest compared OMol25 entry of this formula, charge and spin): 39.6 kcal/mol
- Gap between HOMO and LUMO: 11.1 eV

Geometry as ORCA input:
```
! wB97M-V def2-TZVPD RIJCOSX def2/J DEFGRID3
* xyz 0 1
C 0.3782 -1.1387 -0.3463
C -1.0936 -0.4962 -0.4046
C -0.9444 0.7356 0.4921
O -0.3224 0.4016 1.7295
C 0.4682 1.0193 0.7130
C 1.2152 0.1332 -0.2482
H 0.8150 -1.7347 -1.1650
H 0.3755 -1.7831 0.5357
H -1.5319 -0.1603 -1.3640
H -1.8129 -1.1996 0.0241
H -1.6489 1.5686 0.4883
H 0.8534 1.9971 0.9887
H 0.9397 0.5162 -1.2314
H 2.3089 0.1409 -0.2120
*
```

=====

Entry 2:
# C5H8O

C5H8O in the gas phase (ωB97M-V/def2-TZVPD, OMol25).

- HOMO energy: -8.90 eV
- Relative energy (zero: lowest compared OMol25 entry of this formula, charge and spin): 127.3 kcal/mol
- Gap between HOMO and LUMO: 9.9 eV

Geometry as ORCA input:
```
! wB97M-V def2-TZVPD RIJCOSX def2/J DEFGRID3
* xyz 0 1
C 0.7917 -1.2909 -0.1165
C 0.8174 1.2729 0.1527
C -0.4725 0.8042 -0.3711
C -1.7050 -0.1053 -0.1047
C -0.3847 -0.5600 0.4251
H 0.7864 -1.8842 -1.1431
H 1.3237 -1.8996 0.7208
H 1.3400 2.2459 -0.3549
H 0.8709 1.5190 1.1297
H -0.1134 0.7617 -1.3990
H -2.5632 0.2092 0.6495
H -2.1868 -0.6718 -0.8994
H -0.1967 -0.2930 1.4779
O 1.6922 -0.1082 -0.1671
*
```

=====

Entry 3:
# C5H8O

C5H8O in the gas phase (ωB97M-V/def2-TZVPD, OMol25).

- HOMO energy: -9.67 eV
- Relative energy (zero: lowest compared OMol25 entry of this formula, charge and spin): 41.8 kcal/mol
- Gap between HOMO and LUMO: 10.7 eV

Geometry as ORCA input:
```
! wB97M-V def2-TZVPD RIJCOSX def2/J DEFGRID3
* xyz 0 1
O 2.0123 0.0379 -1.4229
C 1.7685 0.5889 -0.3741
C 0.5915 0.2421 0.4800
C -0.0084 -1.1444 0.2109
C -1.3482 -0.5202 -0.1571
C -0.8360 0.9225 0.0861
H 2.4098 1.4130 0.0039
H 0.8997 0.3459 1.5393
H 0.4588 -1.6395 -0.6389
H -0.0379 -1.8190 1.0696
H -1.4527 -0.6057 -1.2464
H -2.1842 -0.9079 0.4235
H -1.1277 1.4602 -0.8382
H -1.1455 1.6260 0.8645
*
```

=====

Entry 4:
# C5H8O

C5H8O in the gas phase (ωB97M-V/def2-TZVPD, OMol25).

- HOMO energy: -9.24 eV
- Relative energy (zero: lowest compared OMol25 entry of this formula, charge and spin): 36.5 kcal/mol
- Gap between HOMO and LUMO: 10.4 eV

Geometry as ORCA input:
```
! wB97M-V def2-TZVPD RIJCOSX def2/J DEFGRID3
* xyz 0 1
C -1.1549 -1.1650 -0.1530
C 0.3275 -0.9201 0.1303
C 0.9053 0.1997 -0.7420
C 0.4899 1.4713 0.0193
O -0.7169 1.1516 0.7023
C -0.7217 -0.2280 0.9247
H -1.4710 -0.7704 -1.1138
H -1.7472 -2.0114 0.1854
H 1.0167 -1.6148 0.6045
H 0.4527 0.1950 -1.7409
H 1.9886 0.1355 -0.8708
H 0.2820 2.3151 -0.6425
H 1.2548 1.7805 0.7485
H -0.9059 -0.5392 1.9480
*
```